Record 1
The following is a DFT calculation (wB97M-V/def2-TZVPD) of a molecular structure, H5Na6O3.

Summary:
Relative energy (zero: lowest compared OMol25 entry of this formula, charge and spin): 0.052 eV
Orbital gap: 9.60 eV
LUMO energy: -19.973 eV
Total charge: +5
E_HOMO: -29.573 eV
DFT total energy: -32663.5291 eV

Atoms and positions in Å:
Na: 1.22761 -1.55672 2.92773
Na: 3.05758 -0.72715 -0.57213
Na: -0.25683 1.29986 1.62503
Na: -1.63910 -2.00509 1.33271
Na: -0.41587 -0.83138 -1.71080
Na: 0.82809 -3.36956 -0.06366
O: 0.56052 -0.91998 0.66948
H: 0.63339 -0.15938 0.06415
O: -2.27332 0.42399 -0.22392
H: -2.38705 1.36953 -0.44074
H: -3.10397 0.22131 0.24400
O: 1.37696 1.78991 -1.03127
H: 1.19906 1.73582 -1.98500
H: 1.19292 2.72885 -0.83558

---

Record 2
The following is a DFT calculation (wB97M-V/def2-TZVPD) of H5O2PSSi in the gas phase.

Summary:
Relative energy (zero: lowest compared OMol25 entry of this formula, charge and spin): 1.352 eV
Orbital gap: 8.23 eV
LUMO energy: -0.393 eV
SMILES: OP(O)([SiH3])=S
E_HOMO: -8.628 eV
DFT total energy: -32177.5607 eV

Atoms and positions in Å:
O: 0.38797 -1.39096 -1.18830
O: 0.55834 -0.72726 1.34940
Si: -1.38716 0.78614 -0.13091
P: 0.65886 -0.19535 -0.17326
S: 2.83456 0.48255 -0.41740
H: 1.23277 -1.87890 -1.39521
H: 1.16124 -0.21967 1.93149
H: -1.10058 2.13367 -0.42948
H: -2.46783 0.30540 -0.95116
H: -1.87817 0.70437 1.40484

---

Record 3
The following is a DFT calculation (wB97M-V/def2-TZVPD) of 3 unconnected molecules or ions with the total composition H5O3.

Summary:
Relative energy (zero: lowest compared OMol25 entry of this formula, charge and spin): 0.460 eV
Orbital gap: 8.52 eV
LUMO energy: 4.763 eV
Total charge: -1
E_HOMO: -3.754 eV
DFT total energy: -6224.1707 eV

Atoms and positions in Å:
O: 0.27371 0.52386 -1.78576
H: 1.06766 0.05906 -2.06002
O: -0.56781 1.04001 1.01531
H: -0.38468 -0.03330 0.95450
H: -1.37783 1.10183 0.49934
O: 0.01312 -1.34993 0.79208
H: 0.29636 0.32376 -0.81821
H: 0.67948 -1.66528 1.40277

---

Record 4
The following is a DFT calculation (wB97M-V/def2-TZVPD) of a molecular structure, H5O3.

Summary:
Relative energy (zero: lowest compared OMol25 entry of this formula, charge and spin): 0.591 eV
Orbital gap (alpha / beta): 11.53 / 6.81 eV
LUMO energy (alpha / beta): 0.591 / -4.124 eV
E_HOMO (alpha / beta): -10.944 / -10.934 eV
DFT total energy: -6220.2458 eV
Spin multiplicity: 2

Atoms and positions in Å:
O: 0.24667 -1.12372 -0.40324
H: 0.40901 -1.58963 -1.22869
O: 1.68289 0.97768 0.70290
H: 0.97944 1.46348 1.15092
H: 1.17641 0.17968 0.43597
O: -1.69535 -0.04535 0.10793
H: -2.04909 0.61064 -0.49898
H: -0.74998 -0.47277 -0.26681

---

Record 5
The following is a DFT calculation (wB97M-V/def2-TZVPD) of 3 unconnected molecules or ions with the total composition H5OS2.

Summary:
Relative energy (zero: lowest compared OMol25 entry of this formula, charge and spin): 4.830 eV
Orbital gap: 3.99 eV
LUMO energy: -10.869 eV
Total charge: +1
E_HOMO: -14.863 eV
DFT total energy: -23785.8908 eV

Atoms and positions in Å:
O: -2.41808 -1.49199 -0.75340
H: -1.59649 -0.99850 -0.59620
H: -2.30993 -2.33261 -0.25869
H: 1.04993 1.33662 0.95370
S: 0.41161 -0.98206 -0.31130
S: 1.46841 2.56005 0.64947
H: 1.22272 -1.06916 -1.41412
H: 2.17183 2.97765 1.73054

---

Record 6
The following is a DFT calculation (wB97M-V/def2-TZVPD) of 2 unconnected molecules or ions with the total composition H5PSi.

Summary:
Relative energy (zero: lowest compared OMol25 entry of this formula, charge and spin): 2.759 eV
Orbital gap (alpha / beta): 7.04 / 7.66 eV
LUMO energy (alpha / beta): -1.224 / -1.124 eV
E_HOMO (alpha / beta): -8.263 / -8.780 eV
DFT total energy: -17243.5942 eV

Atoms and positions in Å:
Si: -1.35558 -0.01296 -0.28900
P: 2.15711 0.13547 -0.40978
H: -2.03633 -1.31274 -0.26820
H: -1.50756 0.46358 1.15478
H: -1.90346 1.11534 -1.15550
H: 2.71608 -1.02816 0.11938
H: 1.92973 0.63947 0.84832

---

Record 7
The following is a DFT calculation (wB97M-V/def2-TZVPD) of 32 unconnected molecules or ions with the total composition H64O32.

Summary:
Relative energy (zero: lowest compared OMol25 entry of this formula, charge and spin): 4.824 eV
Orbital gap: 8.29 eV
LUMO energy: -0.851 eV
E_HOMO: -9.139 eV
DFT total energy: -66561.2583 eV

Atoms and positions in Å:
O: 4.08277 -16.28050 4.45231
H: 4.81793 -16.75712 4.83778
H: 3.85458 -16.78301 3.67023
O: -1.16148 -14.48881 3.54536
H: -0.98330 -13.57211 3.33527
H: -0.93126 -14.57207 4.47072
O: -0.30492 -22.91537 3.53023
H: -0.51076 -22.78080 4.45530
H: -0.14120 -22.03565 3.19036
O: 3.85618 -18.08203 2.41993
H: 4.59471 -17.86181 1.85220
H: 3.52469 -18.90994 2.07219
O: 3.03469 -12.70272 4.35926
H: 2.43138 -13.42502 4.53404
H: 2.56273 -12.13874 3.74655
O: 2.12869 -16.23412 2.11932
H: 1.67991 -16.08310 2.95120
H: 2.64880 -17.02397 2.26716
O: -2.04558 -21.36214 8.25406
H: -1.58732 -21.98395 7.68874
H: -1.41980 -20.64957 8.38392
O: -5.49430 -18.53900 6.65783
H: -5.99182 -17.81804 6.27193
H: -5.79774 -18.58163 7.56466
O: -3.27169 -16.34022 2.68486
H: -3.48260 -15.79544 3.44312
H: -2.51738 -16.85897 2.96443
O: -3.85570 -17.06153 0.03897
H: -3.45167 -16.75937 0.85241
H: -3.64298 -17.99386 -0.00276
O: 0.80382 -15.40258 -0.24716
H: 1.31588 -15.68494 0.51067
H: 1.29521 -14.66425 -0.60722
O: -1.38388 -19.34485 5.91617
H: -1.04781 -20.24111 5.91210
H: -2.32021 -19.44044 6.09049
O: -0.83507 -22.16779 0.55832
H: -0.65953 -21.67088 1.35738
H: -0.38718 -23.00312 0.69191
O: -2.80933 -20.04115 0.92941
H: -3.58067 -20.10266 1.49288
H: -2.09988 -19.78895 1.52043
O: -0.15886 -22.43263 6.20287
H: 0.53161 -21.80408 6.41361
H: 0.22121 -23.28582 6.41224
O: -1.52065 -14.63523 0.83424
H: -1.51854 -14.70290 1.78904
H: -0.67837 -15.00228 0.56577
O: -0.86928 -17.26503 7.46834
H: -0.91283 -18.14646 7.09765
H: -1.56134 -16.78082 7.01799
O: 1.38637 -19.01255 0.53498
H: 2.17824 -19.52332 0.36680
H: 1.50928 -18.20691 0.03291
O: 1.20353 -16.50022 4.80615
H: 2.03899 -16.88778 5.06701
H: 0.78160 -16.26150 5.63151
O: -5.80440 -21.25204 5.25518
H: -5.28221 -20.55341 5.64948
H: -6.33664 -21.58963 5.97559
O: 1.59925 -20.33678 6.62849
H: 1.87942 -20.65618 7.48623
H: 1.85699 -19.41498 6.61974
O: -1.11629 -17.69797 3.78752
H: -1.24566 -18.11093 4.64132
H: -0.26372 -17.26817 3.85553
O: -3.53949 -12.91624 1.90806
H: -2.74903 -12.37643 1.91234
H: -3.21523 -13.81673 1.92265
O: -4.17762 -19.83264 3.19955
H: -3.83410 -20.64011 3.58192
H: -4.93010 -19.60893 3.74723
O: -0.37433 -20.08974 2.52084
H: 0.30137 -19.77585 1.91989
H: -0.54785 -19.34522 3.09688
O: -3.09488 -13.75364 6.44142
H: -3.16965 -14.35398 7.18320
H: -3.67110 -14.12482 5.77326
O: -3.53847 -16.24753 7.48316
H: -3.14532 -16.58682 8.28724
H: -4.41296 -16.63612 7.46107
O: -2.90121 -21.41963 5.10655
H: -3.50034 -22.02342 5.54552
H: -2.09351 -21.92121 4.99573
O: 1.03600 -15.66866 8.50555
H: 0.33297 -16.29494 8.33305
H: 0.84111 -14.92575 7.93429
O: 3.23979 -17.85214 7.24123
H: 2.75144 -17.03489 7.34042
H: 3.47837 -18.09911 8.13472
O: -6.11186 -17.28052 2.52843
H: -5.28598 -17.14888 2.06280
H: -6.13323 -18.21838 2.71872
O: -0.53126 -14.27623 6.05527
H: -0.19272 -13.58223 6.62094
H: -1.46624 -14.31521 6.25657

---

Record 8
The following is a DFT calculation (wB97M-V/def2-TZVPD) of 33 unconnected molecules or ions with the total composition H66O33.

Summary:
Relative energy (zero: lowest compared OMol25 entry of this formula, charge and spin): 4.668 eV
Orbital gap: 8.79 eV
LUMO energy: -1.337 eV
E_HOMO: -10.130 eV
DFT total energy: -68641.5184 eV

Atoms and positions in Å:
O: 0.17400 1.37772 2.49710
H: 0.12602 0.45125 2.73286
H: 0.64268 1.38903 1.66257
O: -1.07087 2.65457 -3.89709
H: -0.29988 2.74144 -4.45767
H: -1.77224 3.08604 -4.38507
O: 2.19250 3.15719 -1.89406
H: 2.14001 3.58853 -2.74696
H: 2.19018 3.87545 -1.26135
O: 1.86924 0.83524 -5.70017
H: 1.50041 0.83130 -4.81689
H: 2.66350 1.36430 -5.62622
O: 1.91412 5.23276 -0.23588
H: 1.69548 4.96655 0.65718
H: 1.09037 5.15680 -0.71743
O: -5.39827 -3.00785 -0.27997
H: -4.70462 -2.66192 -0.84158
H: -5.55317 -3.89368 -0.60791
O: 5.89452 -2.76729 -0.56009
H: 6.46628 -2.63655 -1.31655
H: 5.16464 -2.16497 -0.70398
O: -4.65771 -3.65271 2.39576
H: -3.90020 -3.12336 2.14639
H: -5.27196 -3.55010 1.66885
O: 0.00655 1.04582 5.57070
H: 0.14862 0.64753 4.71197
H: 0.48133 0.47975 6.17930
O: 2.14141 -2.89276 -5.15731
H: 2.16910 -1.96545 -5.39300
H: 1.76058 -2.90594 -4.27923
O: -0.19881 -5.86805 0.10926
H: -0.49218 -5.08060 0.56761
H: 0.34659 -5.54034 -0.60585
O: -3.09994 0.63600 -3.60010
H: -3.80652 0.66241 -4.24530
H: -2.43348 1.22748 -3.94971
O: -3.67202 -1.90142 -2.22084
H: -3.63477 -1.10284 -2.74725
H: -4.05371 -2.55645 -2.80519
O: 0.34608 -0.46925 -0.35675
H: -0.46853 -0.30167 0.11714
H: 0.98986 0.10097 0.06353
O: -3.04858 -0.49483 1.37564
H: -3.35366 -0.07879 0.56937
H: -2.45212 0.14469 1.76486
O: 3.56455 -1.41782 -0.82828
H: 3.25338 -1.50975 0.07225
H: 2.89369 -1.84732 -1.35904
O: -0.38059 4.61449 -1.52411
H: -1.12135 4.41070 -0.95316
H: -0.33842 3.87835 -2.13448
O: 1.18047 1.01033 -3.07778
H: 1.70549 1.27389 -2.32205
H: 0.40966 1.57683 -3.04381
O: -4.08284 0.92936 -0.57006
H: -3.72615 1.16725 -1.42587
H: -4.95020 1.33380 -0.55074
O: -2.32762 3.13431 -0.12676
H: -2.93677 2.53392 -0.55654
H: -2.88917 3.74381 0.35220
O: -2.16365 -3.76713 -0.66667
H: -1.71630 -4.16541 -1.41333
H: -2.62733 -3.01626 -1.03736
O: 2.46253 2.29312 4.34366
H: 1.64176 2.09045 3.89480
H: 2.79352 3.07295 3.89808
O: -1.54624 -2.61657 1.89158
H: -1.53262 -2.72579 0.94074
H: -1.95352 -1.76133 2.02910
O: 5.99592 -1.07219 2.01873
H: 6.42153 -1.71471 1.45107
H: 5.14314 -0.91981 1.61158
O: 0.55405 -1.00222 3.64960
H: 0.11522 -1.85273 3.63243
H: 1.44430 -1.19738 3.94221
O: 2.31200 1.32747 0.64571
H: 2.91311 0.74180 1.10604
H: 2.85945 1.77385 -0.00025
O: -1.00535 -4.78593 3.34584
H: -1.33437 -4.06985 2.80251
H: -0.31205 -4.38842 3.87266
O: -1.22301 3.93173 3.49003
H: -0.76556 3.16485 3.14527
H: -2.08665 3.60358 3.74034
O: 4.93895 1.00647 -1.02867
H: 5.18809 1.35851 -1.88321
H: 4.56987 0.14480 -1.22245
O: 1.15492 4.63957 2.14894
H: 1.81788 4.83916 2.80991
H: 0.35174 4.49753 2.64989
O: -5.90085 -0.30126 2.22927
H: -6.56053 -0.07383 1.57405
H: -5.06496 -0.19539 1.77505
O: 3.00330 -1.82787 1.61492
H: 2.09865 -2.11605 1.73664
H: 3.53293 -2.56206 1.92588
O: 1.34891 -1.69643 -2.83906
H: 1.49051 -0.75410 -2.92972
H: 0.61574 -1.77127 -2.22825

---

Number 1: strongest force on any atom 0.03469 hartree/bohr. Number 2: strongest force on any atom 0.08343 hartree/bohr. Number 3: strongest force on any atom 0.01516 hartree/bohr. Number 4: strongest force on any atom 0.01901 hartree/bohr. Number 5: strongest force on any atom 0.02574 hartree/bohr. Number 6: strongest force on any atom 0.03278 hartree/bohr. Number 7: strongest force on any atom 0.03209 hartree/bohr. Number 8: strongest force on any atom 0.02989 hartree/bohr.